[1]
{
  "formula": "C17H40N7O11P",
  "method": "the ωB97M-V functional and the def2-TZVPD basis",
  "energy_ha": -2224.0465,
  "smiles": "NP(O)OC(=O)OCON=O.CNC(C)=O.CNC(C)=O.CNC(C)=O.CNC(C)=O.CNC(C)=O",
  "orbital_gap_ev": 8.7817,
  "lumo_energy_ev": 0.453,
  "homo_ev": -8.33,
  "molar_mass_g_mol": 549.519,
  "largest_force_ev_per_a": 3.65,
  "elements": ["N", "P", "O", "O", "C", "O", "O", "C", "O", "N", "O", "H", "H", "H", "H", "H", "C", "N", "C", "C", "O", "H", "H", "H", "H", "H", "H", "H", "C", "N", "C", "C", "O", "H", "H", "H", "H", "H", "H", "H", "C", "N", "C", "C", "O", "H", "H", "H", "H", "H", "H", "H", "C", "N", "C", "C", "O", "H", "H", "H", "H", "H", "H", "H", "C", "N", "C", "C", "O", "H", "H", "H", "H", "H", "H", "H"],
  "xyz": [[-4.8086, -2.9907, -3.2719], [-3.9854, -1.8515, -2.2707], [-3.2098, -2.7951, -1.1656], [-2.8603, -1.1828, -3.3659], [-1.5694, -1.3060, -2.9666], [-0.9863, -2.2863, -3.2032], [-0.9343, -0.3091, -2.3433], [-1.7324, 0.4864, -1.4724], [-2.5008, 1.4098, -2.2803], [-3.8653, 1.4691, -1.9269], [-4.0346, 2.0303, -0.9162], [-5.5452, -2.5037, -3.7764], [-5.2714, -3.6042, -2.6034], [-2.4871, -3.3265, -1.5516], [-2.3572, -0.1020, -0.8026], [-1.0602, 1.0789, -0.8936], [1.6255, -0.7434, 3.5257], [0.5944, -0.3542, 2.5777], [0.6087, -0.4714, 1.2319], [1.8276, -1.0761, 0.5911], [-0.3545, -0.0891, 0.5694], [1.2101, -1.4742, 4.2210], [1.9375, 0.1379, 4.0905], [2.4884, -1.1761, 3.0262], [-0.2532, 0.0595, 2.9353], [1.6871, -1.1019, -0.4874], [2.7100, -0.4749, 0.8130], [1.9749, -2.0939, 0.9478], [-6.0671, -7.1413, -5.6357], [-6.2276, -5.8282, -5.0402], [-7.1085, -4.8531, -5.3789], [-8.0587, -5.1292, -6.5177], [-7.1154, -3.7927, -4.7714], [-6.2250, -7.9023, -4.8694], [-5.0498, -7.2363, -6.0192], [-6.7697, -7.3015, -6.4464], [-5.6214, -5.5731, -4.2754], [-8.6930, -4.2602, -6.6658], [-7.5043, -5.3163, -7.4383], [-8.6918, -5.9865, -6.2848], [2.2567, 3.0351, 0.9067], [2.2705, 2.8773, 2.3484], [1.7169, 3.6832, 3.2935], [0.9857, 4.9135, 2.8227], [1.8228, 3.3974, 4.4788], [1.7774, 2.1590, 0.4636], [3.2888, 3.0901, 0.5541], [1.7243, 3.9275, 0.5960], [2.7431, 2.0746, 2.7337], [0.6031, 5.4521, 3.6834], [1.6610, 5.5711, 2.2785], [0.1446, 4.6328, 2.1864], [4.0737, -6.1019, 0.2875], [3.8678, -4.9376, 1.1300], [4.4547, -3.7170, 1.0359], [5.4547, -3.5034, -0.0728], [4.1694, -2.8328, 1.8308], [3.1233, -6.3851, -0.1674], [4.4275, -6.9297, 0.9041], [4.7983, -5.9057, -0.4953], [3.2117, -5.0101, 1.8921], [5.8320, -2.4866, -0.0161], [6.2937, -4.1922, 0.0343], [4.9800, -3.6447, -1.0447], [4.7043, 9.2499, 3.9781], [3.6721, 8.6738, 3.1364], [2.3841, 8.3841, 3.4623], [1.9328, 8.6858, 4.8698], [1.6330, 7.8958, 2.6323], [5.0508, 10.1828, 3.5298], [5.5450, 8.5564, 4.0369], [4.3379, 9.4505, 4.9790], [3.9051, 8.4473, 2.1823], [0.8900, 8.4009, 4.9740], [2.5227, 8.1151, 5.5882], [2.0244, 9.7528, 5.0778]]
}

[2]
{
  "formula": "C17H40NO2P2Rh",
  "method": "the ωB97M-V functional and the def2-TZVPD basis",
  "energy_ha": -1669.4912,
  "orbital_gap_ev": [6.9407, 5.7446],
  "spin_multiplicity": 5,
  "lumo_energy_ev": [-5.278, -10.985],
  "homo_ev": [-12.22, -16.73],
  "molar_mass_g_mol": 455.366,
  "charge": 2,
  "largest_force_ev_per_a": 7.96,
  "elements": ["Rh", "P", "P", "N", "C", "H", "H", "C", "H", "H", "C", "H", "H", "C", "H", "H", "C", "C", "H", "H", "H", "C", "C", "H", "H", "H", "C", "C", "H", "H", "H", "C", "C", "H", "H", "H", "C", "C", "H", "H", "H", "C", "H", "H", "H", "C", "H", "H", "H", "C", "H", "H", "H", "H", "H", "H", "H", "O", "H", "H", "O", "H", "H"],
  "xyz": [[-0.2112, 0.0417, -0.1772], [0.0770, -2.0306, -1.1632], [0.1391, 2.1906, 0.6387], [1.3354, 0.5946, -1.6226], [1.6672, -1.8358, -2.0618], [2.3709, -2.6158, -1.7410], [1.5013, -1.9839, -3.1374], [2.3321, -0.4786, -1.8463], [2.9883, -0.5073, -0.9626], [2.9570, -0.1953, -2.7112], [1.9940, 1.9419, -1.4236], [1.5265, 2.6636, -2.1134], [3.0518, 1.8436, -1.7043], [1.8653, 2.3720, 0.0248], [2.2052, 3.4070, 0.1598], [2.4965, 1.7253, 0.6581], [0.3780, 2.6897, 2.4048], [0.6976, 1.4599, 3.2607], [1.6284, 0.9742, 2.9486], [-0.1173, 0.7256, 3.2121], [0.8026, 1.7724, 4.3067], [-0.8372, 3.4694, -0.2598], [-2.3349, 3.3726, 0.0708], [-2.9052, 3.6989, -0.8085], [-2.6020, 4.0263, 0.9100], [-2.6583, 2.3524, 0.3162], [-1.2457, -2.4373, -2.4046], [-2.5206, -3.0129, -1.7662], [-3.3192, -3.0062, -2.5221], [-2.8671, -2.4134, -0.9139], [-2.3981, -4.0527, -1.4361], [0.4130, -3.4517, -0.0342], [-0.7032, -3.6834, 0.9844], [-0.3706, -4.4447, 1.7019], [-1.6078, -4.0541, 0.4881], [-0.9593, -2.7802, 1.5487], [-1.6860, -0.2885, 0.8649], [-0.2679, 4.8899, -0.0806], [0.5694, 4.9650, 0.6285], [0.0910, 5.2541, -1.0527], [-1.0514, 5.5795, 0.2577], [-0.7514, -3.2697, -3.6043], [-1.5784, -3.8554, -4.0254], [-0.3860, -2.6099, -4.4019], [0.0519, -3.9738, -3.3482], [0.7169, -4.7381, -0.8018], [0.9970, -5.5165, -0.0803], [-0.1645, -5.0975, -1.3499], [1.5537, -4.6294, -1.5013], [-0.7807, 3.4907, 3.0034], [-1.7224, 2.9309, 2.9350], [-0.5695, 3.6626, 4.0669], [-0.9142, 4.4749, 2.5374], [1.2800, 3.3300, 2.3879], [1.3233, -3.1321, 0.5043], [-0.7067, 3.1883, -1.3189], [-1.5019, -1.4277, -2.7735], [-2.6362, -0.4825, 1.5082], [0.7376, 0.6757, -2.4510], [-1.1261, 0.4608, -1.4395], [2.5053, -1.1390, 1.7252], [3.4263, -1.1886, 2.0521], [2.0139, -1.6277, 2.4152]]
}